Entry 1:
ORCA calculation (ωB97M-V/def2-TZVPD) on one molecule with the formula C7H14.

Summary:
Molar mass   98.2 g mol⁻¹
ΔE to the lowest compared entry with this formula, charge and spin   303.6 kJ/mol

The geometry in ORCA input format:
```
! RIJCOSX wB97M-V def2-TZVPD def2/J DEFGRID3
* xyz 0 1
C 0.965 -0.125 -2.005
H 1.648 0.729 -1.925
H -1.051 2.959 0.627
H 0.552 0.033 2.686
H 0.016 0.243 -2.410
C -1.103 0.809 0.373
H -0.828 0.556 1.413
H -0.668 2.534 -1.037
C -0.561 2.197 0.005
H 1.703 -1.156 -0.208
H -0.324 -2.571 0.187
H 0.508 2.229 0.241
C -0.221 -0.427 0.353
H -0.474 -1.382 2.559
C -0.434 -1.682 -0.421
H 1.391 -0.824 -2.736
H 1.191 -1.426 1.951
C 0.784 -0.823 -0.675
H -1.196 -1.748 -1.199
H -2.187 0.681 0.229
C 0.289 -0.808 1.990
*
```

Entry 2:
ORCA calculation (ωB97M-V/def2-TZVPD) on one molecule with the formula C9H9IN3OP.

Summary:
Molar mass   333.1 g mol⁻¹
ΔE to the lowest compared entry with this formula, charge and spin   0.0 kJ/mol

The geometry in ORCA input format:
```
! RIJCOSX wB97M-V def2-TZVPD def2/J DEFGRID3
* xyz 0 1
N 3.101 0.845 0.042
H 1.218 2.075 -2.440
C -2.474 -2.492 -0.975
H 0.183 -0.573 2.253
C 2.146 0.295 0.767
C -0.225 -0.424 1.248
N -2.434 -0.341 0.445
C 0.802 0.312 0.410
C -0.508 -1.736 0.550
H -1.895 0.228 2.255
P -3.252 0.514 -0.771
H 3.585 1.877 -1.646
C 1.455 1.557 -1.524
H 0.238 -2.506 0.483
O -3.475 -2.052 -1.484
H -0.574 1.020 -1.086
C 2.765 1.455 -1.081
N -1.507 0.281 1.312
C 0.457 0.967 -0.766
H -2.967 1.746 -0.152
I -5.514 0.467 0.134
C -1.709 -1.741 -0.015
H 2.471 -0.187 1.680
H -2.058 -3.476 -1.243
*
```

Entry 3:
ORCA calculation (ωB97M-V/def2-TZVPD) on one molecule with the formula C3H2N2O.

Summary:
Molar mass   82.1 g mol⁻¹
ΔE to the lowest compared entry with this formula, charge and spin   547.1 kJ/mol

The geometry in ORCA input format:
```
! RIJCOSX wB97M-V def2-TZVPD def2/J DEFGRID3
* xyz 0 1
N -0.713 -0.999 -0.573
C 1.041 -0.547 0.476
C 0.783 0.544 -0.286
O -2.084 0.385 0.805
C -1.359 -0.074 0.014
H 1.112 1.546 -0.396
H 1.577 -1.234 0.955
N -0.356 0.379 -0.996
*
```

Entry 4:
ORCA calculation (ωB97M-V/def2-TZVPD) on a 2-piece molecular cluster, C11H21OP overall.

Summary:
Molar mass   200.3 g mol⁻¹
ΔE to the lowest compared entry with this formula, charge and spin   41.8 kJ/mol

The geometry in ORCA input format:
```
! RIJCOSX wB97M-V def2-TZVPD def2/J DEFGRID3
* xyz 0 1
H -2.799 0.954 -2.000
H -0.117 -0.409 -2.679
H 2.230 0.126 -2.534
H 3.308 0.152 -1.280
C 0.104 -4.433 2.749
C -1.281 2.249 -0.982
C -1.164 3.188 0.199
H -0.284 -2.963 4.273
C -0.107 -4.307 1.260
H 1.836 1.006 0.478
O -0.278 0.515 -2.534
H -0.507 -5.277 3.172
H -0.815 2.737 -1.755
H -2.953 1.441 -0.339
H 1.334 2.712 -1.942
H -1.827 4.247 0.001
H -1.676 2.980 1.160
C -0.493 -2.256 2.162
C -2.678 1.804 -1.328
H 2.112 -0.978 -1.003
H 3.053 2.566 -1.265
C 1.589 1.109 -0.562
H 0.060 -5.128 0.643
P -0.338 0.668 -0.878
C -0.215 -3.102 3.208
H 1.802 3.231 -0.317
H -0.672 -2.781 -0.113
C 1.956 2.483 -1.090
H -3.322 2.667 -1.566
H -0.073 3.566 0.244
H -0.765 -1.175 1.971
C -0.434 -3.038 0.926
C 2.307 0.025 -1.387
H 1.107 -4.577 3.109
*
```

Entry 5:
ORCA calculation (ωB97M-V/def2-TZVPD) on a 2-piece molecular cluster, C3HIO3 overall.

Summary:
Molar mass   211.9 g mol⁻¹
ΔE to the lowest compared entry with this formula, charge and spin   0.0 kJ/mol

The geometry in ORCA input format:
```
! RIJCOSX wB97M-V def2-TZVPD def2/J DEFGRID3
* xyz 0 1
C -2.364 -2.406 0.199
I -2.218 1.570 -0.168
C -0.126 1.073 -0.010
O -1.252 -2.192 0.112
O 1.374 2.934 0.486
O -3.467 -2.603 0.347
C 0.714 1.988 0.299
H 0.236 0.053 -0.317
*
```

Entry 6:
ORCA calculation (ωB97M-V/def2-TZVPD) on one molecule with the formula C26H33N3O.

Summary:
Molar mass   403.6 g mol⁻¹
ΔE to the lowest compared entry with this formula, charge and spin   2294.7 kJ/mol

The geometry in ORCA input format:
```
! RIJCOSX wB97M-V def2-TZVPD def2/J DEFGRID3
* xyz 0 1
O 0.829 -1.615 -2.435
C 0.428 3.362 -2.420
H -0.467 -2.390 2.437
H -5.681 -0.898 -0.527
H 2.383 -2.257 2.256
H 0.757 4.279 -2.921
C -0.895 -1.451 -0.741
H -1.519 -4.271 1.612
H -2.428 -0.943 -2.141
H 0.382 -3.017 -1.400
H -5.470 0.784 0.928
H -0.517 -0.383 1.050
C 0.060 -2.794 1.768
N 0.761 -1.954 1.032
H 1.652 4.001 1.805
C 1.995 -1.493 1.465
C -0.037 -1.047 0.419
C -1.748 -0.498 -1.557
H -0.398 -4.396 0.282
C 2.028 1.878 -1.266
H -0.817 1.667 -0.114
H 4.209 -2.930 0.355
N 4.229 -0.160 -0.918
H 0.470 4.667 -0.248
C 3.271 1.774 2.308
H 0.706 -0.309 -0.111
H -4.563 -0.721 -1.996
C -4.780 -0.971 -0.881
C -4.010 0.172 -0.174
C -1.810 -2.455 -0.204
N 4.795 -1.501 -0.878
H -2.350 -3.152 -0.679
C 1.693 3.265 1.070
H 0.592 2.645 -3.221
H 2.429 1.660 3.012
C -2.548 0.407 -0.187
H -2.113 3.162 1.565
C 2.590 1.349 -0.107
C 3.975 -1.985 0.116
H 3.841 2.490 2.544
C 1.279 2.945 -1.277
H 1.792 -0.529 2.204
C 0.981 3.607 0.045
H -0.888 0.170 -2.060
C -3.787 2.012 1.489
H 3.840 1.176 2.175
C 3.273 0.191 -0.086
H 0.753 -3.554 2.401
H 4.766 0.672 -1.702
C 2.515 1.999 0.912
H 2.057 1.143 -1.824
H -4.455 -1.770 -0.796
C -2.643 2.416 1.145
H -4.358 2.827 1.919
H 1.544 -1.486 -1.779
H -0.644 3.412 -2.360
C -0.160 -2.339 -1.956
H -2.447 -2.256 0.717
C 3.064 -1.116 0.420
C -1.039 -3.568 1.025
C -4.686 1.141 0.931
C -1.902 1.490 0.179
H -0.776 -2.553 -2.621
*
```

Entry 7:
ORCA calculation (ωB97M-V/def2-TZVPD) on a 2-piece molecular cluster, C3H10N2O2 overall.

Summary:
Molar mass   106.1 g mol⁻¹
ΔE to the lowest compared entry with this formula, charge and spin   510.2 kJ/mol

The geometry in ORCA input format:
```
! RIJCOSX wB97M-V def2-TZVPD def2/J DEFGRID3
* xyz 0 1
H -1.269 2.017 0.678
C 0.648 -1.700 0.664
H 1.067 1.539 1.136
N 1.139 0.546 1.338
H -1.760 1.900 -1.035
H 1.656 -1.952 0.989
C 0.524 -0.207 0.517
H -0.064 2.196 -0.683
N -0.678 0.256 -0.307
O 1.198 -0.101 -1.657
C -0.963 1.701 -0.320
H 0.420 -2.225 -0.261
H -0.043 -2.059 1.431
H -0.196 -0.009 -1.363
O -1.893 -0.455 -0.152
H 2.070 -0.511 -1.671
H -1.856 -0.937 0.695
*
```

Entry 8:
ORCA calculation (ωB97M-V/def2-TZVPD) on one molecule with the formula C5H7F.

Summary:
Molar mass   86.1 g mol⁻¹
ΔE to the lowest compared entry with this formula, charge and spin   118.2 kJ/mol

The geometry in ORCA input format:
```
! RIJCOSX wB97M-V def2-TZVPD def2/J DEFGRID3
* xyz 0 1
C -1.166 1.309 0.096
H 1.733 -1.844 0.505
H -1.017 2.106 -0.634
H -0.492 -2.068 -0.592
C 1.152 0.057 -0.215
H 3.043 -0.402 0.362
H -2.279 1.183 0.216
C 2.000 -0.820 0.219
H 1.533 0.955 -0.754
F -2.241 -1.219 0.116
C -0.976 -1.111 -0.241
C -0.373 0.066 -0.151
H -0.917 1.788 1.073
*
```

Entry 9:
ORCA calculation (ωB97M-V/def2-TZVPD) on C4H10N2O3 as an isolated structure.

Summary:
Molar mass   134.1 g mol⁻¹
ΔE to the lowest compared entry with this formula, charge and spin   371.4 kJ/mol

The geometry in ORCA input format:
```
! RIJCOSX wB97M-V def2-TZVPD def2/J DEFGRID3
* xyz 0 1
C 0.807 0.697 -1.418
H 0.362 -0.072 -2.043
N -1.025 0.750 0.310
N 1.682 -1.193 1.248
H 1.889 0.577 -1.424
H -2.976 0.360 -0.222
H 0.522 1.679 1.580
O 0.052 -1.936 -0.163
H 0.555 1.685 -1.802
H 2.164 -0.357 1.539
O 1.098 1.422 0.846
H -1.791 -0.743 -0.992
C 0.555 -1.045 0.498
H -1.922 0.944 -1.532
C -1.983 0.283 -0.662
H 2.230 -2.021 1.074
O -1.017 -0.395 1.644
C 0.330 0.574 0.019
H -1.534 -1.207 1.502
*
```

Entry 10:
ORCA calculation (ωB97M-V/def2-TZVPD) on one molecule with the formula C2H4N2O3.

Summary:
Molar mass   104.1 g mol⁻¹
ΔE to the lowest compared entry with this formula, charge and spin   417.6 kJ/mol

The geometry in ORCA input format:
```
! RIJCOSX wB97M-V def2-TZVPD def2/J DEFGRID3
* xyz 0 1
N -0.582 -0.562 -0.500
N -1.216 -1.071 -1.437
O 2.615 0.565 -0.194
O -2.475 -1.421 -1.062
H 1.443 1.481 1.882
H 0.307 0.097 1.786
H -2.874 -1.852 -1.828
H -0.097 1.601 0.967
C 0.726 0.945 1.249
O 0.697 -0.243 -0.898
C 1.457 0.459 0.034
*
```

Entry 11:
ORCA calculation (ωB97M-V/def2-TZVPD) on a 4-piece molecular cluster, C15H37Cl2NO12P3S overall.

Summary:
Molar mass   619.4 g mol⁻¹
Total energy   -3894.080316 hartree

The geometry in ORCA input format:
```
! RIJCOSX wB97M-V def2-TZVPD def2/J DEFGRID3
* xyz -1 1
H -2.363 -5.155 7.442
H 2.840 5.058 -8.153
O 1.622 3.573 -6.020
H 1.813 4.488 -0.854
H -1.453 -1.160 -0.853
C -0.294 -2.168 1.241
C -1.635 -3.542 4.530
H -1.340 -4.252 3.757
C -2.453 -5.944 6.694
H -2.372 -3.271 -1.470
C 3.209 4.519 1.857
H 2.924 -2.311 0.279
C 1.853 1.854 3.330
H 1.246 4.449 -8.663
H 2.367 -1.377 1.673
H -0.947 -3.617 5.372
C -2.064 -1.320 0.051
H 3.941 4.442 2.663
H 0.939 7.669 -5.173
H 2.484 8.548 -5.054
H -3.866 -1.007 -1.108
C -3.387 -3.130 -1.100
H 0.882 2.001 2.860
O 3.451 1.181 0.003
H 0.752 3.402 -1.751
H -3.780 -3.908 1.155
O 1.417 2.650 0.023
P 1.886 5.152 -5.597
P -3.806 -5.092 4.591
Cl 0.032 -1.253 2.958
H -4.100 -1.836 0.449
H 2.049 2.674 4.022
H -5.079 -7.438 4.221
O 2.690 6.567 -5.394
H -1.572 -2.545 4.103
H 2.501 3.088 -1.716
O -3.389 -6.344 3.688
C 1.651 3.451 -1.142
C 1.941 7.768 -5.585
C 2.252 -2.310 1.133
O 3.509 3.576 0.843
H 1.679 6.149 -8.926
C 0.849 -2.522 0.641
H -4.066 -3.198 -1.949
C 1.778 5.305 -8.245
H -2.144 -0.338 0.546
H 2.581 1.753 -5.802
O 0.963 5.222 -4.443
H -3.939 -8.194 3.083
H 1.830 0.918 3.879
O -2.996 -3.791 5.016
H 2.537 -3.131 1.798
O -5.195 -4.725 4.316
H 2.206 4.380 2.271
H 2.605 2.417 -7.446
O -3.712 -5.848 6.045
O 2.933 1.797 2.359
C 2.690 2.663 -6.388
S -3.849 -4.524 -0.027
H 3.678 3.080 -6.200
C -4.028 -7.586 3.980
H 3.265 5.517 1.422
C -3.452 -1.749 -0.423
H -2.399 -6.913 7.191
H -3.524 -8.091 4.803
H 1.888 8.030 -6.640
H -1.618 -5.868 5.993
P 2.707 2.145 0.810
N -1.529 -2.337 0.920
O 1.198 5.670 -6.999
Cl 0.715 -3.360 -0.891
*
```

Entry 12:
ORCA calculation (ωB97M-V/def2-TZVPD) on one molecule with the formula C20H25FN4O3.

Summary:
Molar mass   388.4 g mol⁻¹
ΔE to the lowest compared entry with this formula, charge and spin   24.8 kJ/mol

The geometry in ORCA input format:
```
! RIJCOSX wB97M-V def2-TZVPD def2/J DEFGRID3
* xyz 0 1
C 1.038 -3.405 -2.972
N -1.953 0.741 -1.006
C -2.581 1.129 1.031
C 1.594 -0.201 -0.153
C -4.206 2.541 2.232
C 1.019 2.885 0.717
H 2.227 4.585 3.388
O -2.001 1.690 -0.034
H 1.334 -2.980 -3.934
H 4.252 3.282 2.772
H 0.608 -0.071 0.306
H -0.890 -2.476 -3.177
H 0.695 -4.426 -3.146
N 1.519 -1.254 -1.137
C -2.804 1.923 2.257
H -2.616 -2.412 1.279
H -3.275 -3.796 0.373
C 2.071 1.141 -0.734
C -2.373 -3.216 0.585
C -2.654 -1.608 -1.212
H 1.372 1.475 -1.503
H -2.411 -1.435 -2.260
H -0.279 -0.470 -1.784
C 3.343 3.172 2.200
N -1.836 -2.654 -0.641
H 3.160 -3.612 -2.574
H 3.053 0.995 -1.185
C 1.076 3.741 1.799
H -3.704 -1.920 -1.137
H -2.054 2.712 2.308
C 2.235 -3.438 -2.022
F -0.042 4.430 2.138
C -2.505 -0.316 -0.478
C 0.479 -1.171 -2.135
N -2.913 -0.109 0.804
H 0.888 -0.773 -3.075
C -0.108 -2.557 -2.415
H -1.621 -3.871 1.018
H -4.962 1.762 2.171
H 4.178 1.718 0.873
C 2.453 -2.239 -1.123
C 2.144 2.146 0.376
H -2.706 1.263 3.119
H 2.299 -0.533 0.612
C 3.302 2.296 1.129
O -0.177 -4.152 -0.621
H 0.105 2.802 0.149
H -4.366 3.115 3.139
C -0.696 -3.192 -1.154
H 2.118 -4.271 -1.325
O 3.409 -2.196 -0.370
H -4.314 3.205 1.378
C 2.222 3.904 2.552
*
```